The following is a quantum chemistry calculation of a molecular structure, C69H132BN9O14Zr, from OMol25.

```
! RIJCOSX wB97M-V def2-TZVPD def2/J DEFGRID3
* xyz 8 1
Zr -3.141 -9.284 1.033
B -3.738 -11.331 0.292
H -2.906 -11.570 0.937
H -4.135 -12.208 -0.196
H -4.520 -10.952 0.932
H -3.523 -10.618 -0.488
C -8.755 -16.668 1.079
C -10.234 -16.236 0.966
C -10.654 -14.946 1.717
C -10.534 -14.955 3.268
N -10.806 -13.607 3.989
C -10.311 -13.772 5.429
C -11.550 -14.146 6.271
C -12.756 -13.476 5.688
C -12.394 -13.422 4.137
C -10.157 -12.320 3.373
C -8.616 -12.361 3.407
C -7.977 -11.188 2.601
H -8.530 -17.514 0.431
H -8.505 -16.802 2.132
H -8.222 -15.794 0.705
H -10.915 -17.028 1.278
H -10.572 -15.993 -0.042
H -11.685 -14.655 1.515
H -10.034 -14.114 1.384
H -9.507 -15.232 3.506
H -11.200 -15.731 3.645
H -9.924 -12.809 5.760
H -9.424 -14.405 5.463
H -11.411 -13.966 7.337
H -11.556 -15.234 6.331
H -12.851 -12.467 6.089
H -13.693 -13.976 5.934
H -12.733 -12.490 3.683
H -12.928 -14.206 3.600
H -10.555 -11.508 3.982
H -10.673 -12.290 2.414
H -8.154 -13.260 2.999
H -8.159 -12.220 4.387
H -8.234 -11.345 1.554
H -6.897 -11.289 2.494
H -8.271 -10.192 2.934
C 1.153 -14.401 -0.318
C 0.305 -14.892 0.907
C 1.179 -14.993 2.231
C 1.813 -13.652 2.614
N 2.098 -13.420 4.062
C 0.796 -13.051 4.866
C 0.409 -11.670 4.373
C 1.726 -10.984 4.176
C 2.799 -12.061 4.071
C 2.906 -14.572 4.784
C 4.266 -14.975 4.121
C 5.012 -15.854 5.161
H 2.184 -14.751 -0.279
H 1.172 -13.312 -0.337
H 0.762 -14.830 -1.241
H 0.024 -15.931 0.734
H -0.639 -14.366 0.762
H 1.881 -15.825 2.175
H 0.440 -15.322 2.962
H 1.201 -12.819 2.268
H 2.772 -13.661 2.097
H 0.895 -13.149 5.947
H 0.068 -13.763 4.478
H -0.176 -11.076 5.075
H -0.108 -11.694 3.414
H 1.880 -10.357 5.054
H 1.662 -10.347 3.294
H 3.495 -12.052 4.910
H 3.531 -11.953 3.270
H 2.253 -15.444 4.763
H 2.966 -14.163 5.792
H 4.891 -14.127 3.838
H 4.044 -15.482 3.182
H 5.107 -15.304 6.098
H 5.967 -16.168 4.740
H 4.365 -16.676 5.466
C -2.783 -16.157 2.642
C -3.418 -14.707 2.456
C -4.077 -14.017 3.613
C -3.168 -13.555 4.763
N -3.815 -13.218 6.147
C -2.601 -12.821 7.061
C -2.966 -13.394 8.447
C -3.605 -14.694 8.228
C -4.376 -14.475 6.871
C -4.796 -12.027 5.974
C -5.110 -11.279 7.297
C -6.018 -10.072 7.221
H -2.359 -16.511 1.703
H -3.565 -16.895 2.817
H -1.992 -16.100 3.391
H -4.027 -14.883 1.569
H -2.688 -13.948 2.177
H -4.875 -14.703 3.899
H -4.523 -13.097 3.236
H -2.433 -12.819 4.438
H -2.485 -14.355 5.047
H -2.249 -11.791 6.992
H -1.736 -13.412 6.758
H -3.657 -12.754 8.996
H -1.988 -13.494 8.918
H -4.141 -15.140 9.066
H -2.749 -15.353 8.081
H -5.418 -14.220 7.061
H -4.515 -15.316 6.192
H -5.676 -12.557 5.611
H -4.556 -11.293 5.204
H -4.166 -10.967 7.745
H -5.639 -11.976 7.946
H -6.921 -10.233 6.633
H -5.506 -9.387 6.546
H -6.096 -9.496 8.143
C -5.203 -4.589 -1.036
C -5.827 -3.844 0.112
C -5.225 -4.165 1.400
O -5.852 -3.532 2.503
C -5.240 -3.820 3.777
N -5.737 -2.311 -0.129
H -4.812 -2.031 0.163
H -5.846 -2.156 -1.121
H -6.465 -1.772 0.317
H -5.676 -4.346 -1.988
H -5.095 -5.666 -0.903
H -4.164 -4.290 -1.173
H -6.904 -3.998 0.042
H -4.156 -3.975 1.305
H -5.457 -5.187 1.700
H -5.155 -4.871 4.055
H -5.821 -3.328 4.556
H -4.208 -3.470 3.800
C -0.263 -16.209 -4.854
C -0.501 -14.786 -5.371
C -0.782 -13.792 -4.173
O -1.987 -14.129 -3.491
C -2.256 -13.305 -2.290
N 0.693 -14.297 -6.209
H 0.592 -13.543 -6.874
H 1.538 -13.999 -5.743
H 0.966 -15.008 -6.872
H -1.185 -16.447 -4.323
H 0.581 -16.275 -4.168
H -0.212 -17.068 -5.524
H -1.332 -14.635 -6.059
H -0.817 -12.750 -4.489
H 0.013 -13.866 -3.431
H -2.385 -12.277 -2.629
H -1.384 -13.424 -1.648
H -3.105 -13.629 -1.688
C 6.635 -9.352 7.513
N 5.382 -8.895 6.912
C 4.412 -8.349 7.764
C 3.206 -7.874 7.249
C 3.045 -7.890 5.862
C 4.033 -8.490 5.071
C 5.199 -8.990 5.626
C 1.850 -7.217 5.237
C 1.114 -6.294 5.999
C 0.139 -5.557 5.305
N -0.253 -5.935 4.052
C 0.292 -6.949 3.309
C 1.380 -7.579 3.893
C -1.410 -5.274 3.441
H 7.380 -9.481 6.728
H 6.446 -10.280 8.052
H 7.009 -8.489 8.063
H 4.653 -8.161 8.800
H 2.486 -7.457 7.937
H 4.033 -8.378 3.996
H 5.998 -9.437 5.053
H 1.381 -5.883 6.961
H -0.395 -4.714 5.720
H -0.021 -7.048 2.280
H 1.867 -8.284 3.236
H -2.228 -5.932 3.733
H -1.191 -5.201 2.376
H -1.489 -4.274 3.867
C -6.034 -7.973 -6.337
N -4.636 -8.204 -5.825
C -3.975 -7.291 -5.101
C -2.695 -7.458 -4.711
C -1.995 -8.596 -5.074
C -2.655 -9.580 -5.792
C -3.977 -9.319 -6.207
C -0.633 -8.831 -4.586
C 0.324 -9.332 -5.493
C 1.610 -9.643 -5.133
N 1.992 -9.441 -3.821
C 1.118 -8.928 -2.917
C -0.202 -8.653 -3.309
C 3.425 -9.826 -3.399
H -6.406 -7.161 -5.713
H -6.613 -8.897 -6.354
H -5.890 -7.635 -7.363
H -4.482 -6.432 -4.687
H -2.269 -6.826 -3.946
H -2.203 -10.520 -6.071
H -4.559 -10.068 -6.724
H 0.006 -9.534 -6.506
H 2.301 -10.054 -5.854
H 1.518 -8.726 -1.935
H -0.874 -8.184 -2.605
H 3.572 -10.896 -3.544
H 3.549 -9.740 -2.319
H 4.152 -9.197 -3.912
O -6.985 -7.775 0.908
C -5.812 -8.301 0.933
O -5.104 -8.661 -0.015
O -5.085 -8.507 1.901
H -7.195 -7.764 -0.029
O -2.426 -9.414 5.062
C -2.586 -9.442 3.769
O -3.165 -10.256 3.099
O -2.203 -8.628 2.973
H -2.338 -8.483 5.278
O -1.699 -5.976 -1.037
C -2.226 -6.975 -0.407
O -2.697 -6.984 0.775
O -2.409 -8.092 -0.835
H -1.815 -5.188 -0.501
O 0.928 -10.839 0.922
C 0.135 -9.798 0.685
O 0.544 -8.667 0.538
O -1.102 -10.022 0.743
H 1.815 -10.473 0.943
*
```

Largest force on an atom, eV/A: 10.2
LUMO energy, eV: -15.70



The following is a quantum chemistry calculation of 9 unconnected molecules or ions with the total composition C69H155N9O13, from OMol25.

```
! RIJCOSX wB97M-V def2-TZVPD def2/J DEFGRID3
* xyz 0 1
C 4.759 1.161 -5.191
C 4.009 2.386 -5.687
C 4.822 3.018 -6.843
C 2.592 2.020 -6.128
C 1.633 3.213 -6.181
C 1.702 3.899 -4.861
C 3.060 4.437 -4.485
C 3.427 5.645 -5.446
C 3.114 4.958 -3.023
N 3.926 3.290 -4.509
O 5.196 3.673 -4.053
H 5.739 1.487 -4.900
H 4.277 0.636 -4.413
H 5.059 0.518 -6.010
H 5.876 3.234 -6.658
H 4.789 2.339 -7.701
H 4.294 3.940 -7.217
H 2.719 1.427 -7.020
H 2.167 1.345 -5.391
H 1.812 3.906 -7.002
H 0.599 2.823 -6.278
H 1.342 3.189 -4.135
H 1.046 4.749 -4.803
H 3.342 5.365 -6.482
H 4.389 6.106 -5.222
H 2.662 6.451 -5.270
H 3.986 5.469 -2.687
H 2.907 4.103 -2.368
H 2.264 5.633 -2.823
H 5.497 4.347 -4.671
C -2.632 -3.780 1.176
C -1.864 -4.007 2.558
C -0.508 -4.646 2.108
C -1.677 -2.732 3.405
C -1.124 -2.988 4.799
C -2.046 -4.039 5.509
C -2.223 -5.295 4.730
C -0.998 -6.204 4.780
C -3.501 -6.053 5.229
N -2.663 -4.912 3.297
O -2.749 -6.233 2.591
H -2.598 -4.725 0.607
H -3.685 -3.524 1.419
H -2.058 -2.990 0.606
H -0.608 -5.516 1.425
H -0.033 -3.853 1.588
H 0.177 -4.837 2.947
H -1.082 -2.140 2.735
H -2.652 -2.248 3.608
H -0.116 -3.344 4.762
H -1.188 -2.022 5.293
H -3.027 -3.583 5.717
H -1.666 -4.266 6.476
H -1.114 -6.910 5.622
H -0.135 -5.586 5.070
H -0.891 -6.718 3.864
H -3.657 -6.999 4.765
H -4.301 -5.345 5.094
H -3.491 -6.304 6.311
H -3.686 -6.230 2.453
C 5.878 0.529 2.614
C 5.811 1.743 1.652
C 6.074 1.232 0.210
C 4.347 2.351 1.735
C 4.177 3.766 1.148
C 5.223 4.650 1.828
C 6.700 4.069 1.673
C 7.167 4.261 0.182
C 7.642 4.880 2.556
N 6.697 2.735 2.214
O 8.050 2.224 2.001
H 5.019 -0.155 2.437
H 6.803 -0.017 2.446
H 5.871 0.787 3.681
H 7.175 1.128 0.113
H 5.555 0.270 0.180
H 5.721 1.905 -0.522
H 3.660 1.550 1.468
H 4.121 2.533 2.798
H 4.332 3.774 0.040
H 3.178 4.107 1.442
H 5.038 4.707 2.893
H 5.261 5.664 1.505
H 7.658 3.347 -0.150
H 7.761 5.174 0.079
H 6.359 4.403 -0.548
H 7.449 4.610 3.595
H 7.508 5.942 2.479
H 8.675 4.587 2.315
H 8.389 2.066 2.898
C -0.546 2.510 4.145
C -0.093 2.039 5.499
C -1.368 1.739 6.323
C 0.707 0.792 5.355
C 2.086 1.054 4.751
C 2.834 2.120 5.490
C 2.085 3.437 5.635
C 2.648 4.391 6.678
C 1.982 4.191 4.322
N 0.743 3.026 6.230
O -0.112 4.223 6.282
H -0.963 3.543 4.229
H 0.127 2.433 3.360
H -1.345 1.780 3.796
H -1.602 0.688 6.327
H -1.332 1.833 7.438
H -2.261 2.258 6.016
H 0.850 0.288 6.298
H 0.048 0.234 4.712
H 2.663 0.120 4.662
H 1.978 1.394 3.716
H 3.708 2.465 4.922
H 3.124 1.823 6.510
H 3.667 4.720 6.459
H 2.696 3.890 7.669
H 2.081 5.285 6.805
H 2.872 4.788 4.168
H 1.074 4.849 4.388
H 1.807 3.581 3.437
H -0.477 4.314 7.147
C 1.445 1.379 -1.474
C 0.539 0.354 -0.772
C 1.009 0.237 0.695
C -0.934 0.837 -0.769
C -1.609 0.755 -2.085
C -1.562 -0.706 -2.607
C -0.161 -1.282 -2.582
C -0.181 -2.867 -2.678
C 0.586 -0.842 -3.903
N 0.492 -1.019 -1.332
O 1.807 -1.607 -1.271
H 1.177 1.502 -2.501
H 1.437 2.336 -0.916
H 2.482 1.081 -1.527
H 0.508 0.956 1.373
H 0.702 -0.735 1.081
H 2.072 0.294 0.808
H -1.495 0.236 -0.028
H -0.882 1.824 -0.271
H -2.623 1.119 -2.124
H -1.021 1.465 -2.719
H -2.002 -1.020 -3.573
H -2.235 -1.247 -1.889
H 0.927 -3.172 -2.625
H -0.540 -3.249 -3.613
H -0.733 -3.307 -1.795
H 0.036 -1.328 -4.740
H 1.649 -1.136 -3.894
H 0.430 0.237 -4.076
H 2.396 -1.111 -1.882
C 2.220 -1.906 2.866
O 3.226 -2.059 3.784
C 3.193 -3.293 4.525
C 4.165 -3.248 5.683
N 3.984 -2.014 6.646
C 2.561 -1.733 6.888
C 2.078 -2.628 8.031
O 0.646 -2.451 8.055
C -0.081 -3.121 9.064
H 2.271 -2.544 1.965
H 2.263 -0.864 2.511
H 1.251 -2.057 3.304
H 3.268 -4.150 3.769
H 2.147 -3.302 4.897
H 5.186 -3.196 5.295
H 4.074 -4.210 6.129
H 4.258 -1.158 6.112
H 1.915 -1.764 6.011
H 2.550 -0.686 7.208
H 2.572 -2.489 8.982
H 2.323 -3.688 7.745
H 0.221 -2.723 10.053
H -0.028 -4.197 9.081
H -1.140 -2.873 8.896
C -3.727 -0.018 2.320
O -4.615 1.016 1.921
C -4.282 2.308 2.415
C -3.394 3.052 1.530
N -4.074 3.280 0.268
C -3.257 3.934 -0.756
C -4.058 4.333 -1.982
O -4.397 3.078 -2.657
C -5.323 3.314 -3.716
H -2.619 0.280 2.300
H -3.852 -0.861 1.591
H -3.981 -0.244 3.401
H -3.832 2.292 3.415
H -5.226 2.838 2.512
H -2.478 2.468 1.383
H -3.131 3.962 2.105
H -4.368 2.437 -0.098
H -2.344 3.328 -0.964
H -2.975 4.887 -0.258
H -3.494 5.075 -2.572
H -5.008 4.825 -1.738
H -6.288 3.414 -3.251
H -5.208 2.438 -4.364
H -5.051 4.240 -4.230
C -5.942 0.322 -0.739
O -6.475 0.007 -2.005
C -5.399 -0.488 -2.760
C -5.952 -0.304 -4.207
N -7.119 -1.103 -4.530
C -6.788 -2.493 -4.781
C -6.981 -3.485 -3.651
O -8.316 -3.612 -3.253
C -8.406 -4.190 -1.971
H -5.801 -0.531 -0.109
H -6.679 0.945 -0.189
H -5.009 0.849 -0.882
H -5.096 -1.485 -2.430
H -4.500 0.195 -2.745
H -5.098 -0.557 -4.846
H -6.173 0.728 -4.432
H -7.915 -1.051 -3.864
H -5.731 -2.531 -5.148
H -7.425 -2.864 -5.612
H -6.322 -3.168 -2.822
H -6.631 -4.501 -3.933
H -9.477 -4.200 -1.695
H -7.884 -3.659 -1.198
H -8.082 -5.209 -2.068
C -2.651 0.778 -5.940
O -3.011 -0.628 -5.932
C -2.233 -1.412 -6.740
C -2.649 -2.905 -6.508
N -2.112 -3.712 -7.596
C -2.455 -5.057 -7.593
C -2.640 -5.574 -8.961
O -2.845 -7.012 -8.973
C -2.836 -7.501 -10.309
H -3.281 1.161 -5.135
H -2.993 1.174 -6.870
H -1.611 0.961 -5.717
H -1.202 -1.339 -6.421
H -2.321 -1.147 -7.785
H -3.765 -3.035 -6.405
H -2.236 -3.246 -5.550
H -1.134 -3.515 -7.769
H -3.308 -5.186 -6.948
H -1.684 -5.743 -7.241
H -1.794 -5.312 -9.630
H -3.459 -5.075 -9.510
H -3.646 -6.940 -10.825
H -3.107 -8.561 -10.203
H -1.868 -7.466 -10.773
*
```

SMILES: CC1(C)CCCC(C)(C)N1O.CC1(C)CCCC(C)(C)N1O.CC1(C)CCCC(C)(C)N1O.CC1(C)CCCC(C)(C)N1O.CC1(C)CCCC(C)(C)N1O.COCCNCCOC.COCCNCCOC.COCCNCCOC.COCCNCCOC
ΔE to the lowest compared entry with this formula, charge and spin, eV: 3.094
Largest force on an atom, eV/A: 3.1
LUMO energy, eV: 0.41